No. 1
C6H6N2O3 as an isolated structure in a non-equilibrium geometry. Source: the Open Molecules 2025 dataset; level of theory: wB97M-V/def2-TZVPD.

Geometry as ORCA input:
```
! RIJCOSX wB97M-V def2-TZVPD def2/J DEFGRID3
* xyz 0 1
C 2.64951 -0.28245 -0.26409
C 1.37786 0.18817 -0.36119
C -0.74393 0.80088 0.17402
C -2.19604 0.49124 0.00145
C -2.02019 -1.15504 -0.08884
C 0.06267 -0.37497 -0.25819
H 4.02823 -1.77937 1.13957
H 0.10845 2.94961 0.94550
H -3.20622 0.65239 0.59886
H -2.45649 0.69661 -1.11612
H -2.50641 -1.51684 -0.94455
H -2.33676 -1.37433 1.00443
N 1.38002 1.50790 -0.18789
N 0.12235 1.87370 0.08667
O 2.88090 -1.68393 0.49685
O 3.51272 0.60307 -0.60326
O -0.65666 -1.59665 -0.62322
*
```

* max |F|: 9.09 eV Å⁻¹
* energy above the lowest of the compared OMol25 structures with the same formula, charge and spin: 7.707 eV

Results of the natural (NBO) charge analysis, in e, for atoms 1 through 2: 0.780 -0.120

=====

No. 2
A 2-piece molecular cluster, C6H6N2O3S overall in a non-equilibrium geometry. Source: the Open Molecules 2025 dataset; level of theory: wB97M-V/def2-TZVPD.

Geometry as ORCA input:
```
! RIJCOSX wB97M-V def2-TZVPD def2/J DEFGRID3
* xyz 0 3
C -1.20342 -0.17761 0.75786
C 0.71875 1.64446 -0.35458
C -1.09707 -1.49366 0.29285
C 1.58649 1.01727 0.21786
C -1.48338 -1.83041 -1.06001
C 2.52537 0.11443 0.80644
N -1.41540 0.75705 1.42137
N -0.18260 2.21205 -1.24816
O -1.50021 1.72169 2.12823
O 0.03760 3.32849 -1.65099
O -1.16493 1.52873 -1.50060
S -0.69105 -2.62690 1.48839
H -0.47677 -1.86267 -1.45606
H -1.75793 -2.95869 -1.14043
H -2.13348 -1.12659 -1.61220
H 2.00677 -0.81595 0.78975
H 3.45959 -0.00120 0.39484
H 2.77167 0.56953 1.72544
*
```

* max |F|: 3.33 eV Å⁻¹
* energy above the lowest of the compared OMol25 structures with the same formula, charge and spin: 4.921 eV

Results of the natural (NBO) charge analysis, in e, for atoms 1 through 2: 0.152 0.018

=====

No. 3
C6H6N2S as an isolated structure in a non-equilibrium geometry. Source: the Open Molecules 2025 dataset; level of theory: wB97M-V/def2-TZVPD.

Geometry as ORCA input:
```
! RIJCOSX wB97M-V def2-TZVPD def2/J DEFGRID3
* xyz 0 1
C -0.80284 -1.16672 -0.99582
C -1.53281 -0.05984 -0.90319
C 0.33199 -1.13790 0.67672
C 0.60401 -1.13266 -0.80600
C 1.00912 0.91488 0.67302
C -1.43154 1.02082 -0.00388
N 1.26783 2.01006 1.17528
N 0.27354 -0.01078 1.27209
S 1.54495 0.25546 -1.07487
H -0.91721 -2.24164 -1.23978
H -0.13290 -2.04775 0.99071
H 1.15975 -1.96904 -1.20023
H -1.76963 0.82298 1.00212
H -1.33076 2.07959 -0.17377
H 1.72649 2.66254 0.60760
*
```

* max |F|: 4.31 eV Å⁻¹
* energy above the lowest of the compared OMol25 structures with the same formula, charge and spin: 4.310 eV

Results of the natural (NBO) charge analysis, in e, for atoms 1 through 2: -0.313 0.100

=====

No. 4
An isolated ion of composition C6H6N3O and charge +1 in a non-equilibrium geometry. Source: the Open Molecules 2025 dataset; level of theory: wB97M-V/def2-TZVPD.

Geometry as ORCA input:
```
! RIJCOSX wB97M-V def2-TZVPD def2/J DEFGRID3
* xyz 1 3
C -1.85109 1.06506 -0.45808
C -2.41475 -0.19900 -0.59540
C -1.43031 -1.01944 -0.01120
C 2.04163 0.05658 -0.11415
C 0.99450 -1.04853 -0.08402
C 0.08899 0.91269 0.80275
N -0.99199 1.74669 -0.06902
N 1.37963 1.11802 0.43222
N -0.22263 -0.46947 0.51609
O 3.16814 0.06240 -0.46733
H -3.31185 -0.32196 -1.13013
H -1.28676 -2.03727 -0.22021
H 0.68843 -1.45904 -1.09863
H 1.59390 -1.81059 0.47994
H -0.32235 1.41337 1.69125
H 1.87648 1.99049 0.32593
*
```

* max |F|: 5.65 eV Å⁻¹
* energy above the lowest of the compared OMol25 structures with the same formula, charge and spin: 0.916 eV

Results of the natural (NBO) charge analysis, in e, for atoms 1 through 2: 0.315 -0.142

=====

No. 5
A 3-piece molecular cluster, C6H6N4 overall in a non-equilibrium geometry. Source: the Open Molecules 2025 dataset; level of theory: wB97M-V/def2-TZVPD.

Geometry as ORCA input:
```
! RIJCOSX wB97M-V def2-TZVPD def2/J DEFGRID3
* xyz 0 1
C 1.04968 -0.37165 -0.92396
C 1.28199 -1.54962 -0.00083
C 0.85314 -1.40227 1.34131
C -0.59933 0.16652 0.79490
C -1.90155 1.56028 -0.16617
C -0.07540 0.32139 -0.47832
H 2.42484 1.31414 -2.05477
H 2.78653 -1.11907 -2.19644
H 2.02289 -2.34434 -0.15684
H 1.10853 -2.39435 1.86918
H -2.31974 0.56143 1.87483
H -2.79180 2.11740 -0.26669
N 1.73629 -0.05618 -2.09789
N -0.04844 -0.58590 1.73453
N -1.73423 0.80102 1.11953
N -0.93683 1.20062 -1.10917
*
```

* max |F|: 7.08 eV Å⁻¹
* energy above the lowest of the compared OMol25 structures with the same formula, charge and spin: 6.302 eV

Results of the natural (NBO) charge analysis, in e, for atoms 1 through 2: 0.180 -0.323

=====

No. 6
C6H6N4O in the gas phase in a non-equilibrium geometry. Source: the Open Molecules 2025 dataset; level of theory: wB97M-V/def2-TZVPD.

Geometry as ORCA input:
```
! RIJCOSX wB97M-V def2-TZVPD def2/J DEFGRID3
* xyz 0 1
C -2.34510 -0.68515 0.62020
C -1.27792 -0.24865 -0.30637
N -1.44741 -0.04680 -1.59361
C -0.25106 0.39607 -2.08972
C 0.70333 0.41980 -1.07931
C 2.08580 0.76032 -0.86919
N 2.69503 0.65798 0.27988
N 1.89664 0.24890 1.34144
C 0.61483 -0.17714 1.34704
O 0.04252 -0.59350 2.32826
N 0.03140 -0.07535 0.04745
H -3.19949 -0.97814 0.01389
H -2.62901 0.05358 1.36913
H -2.00448 -1.58043 1.17128
H -0.05398 0.57181 -3.13060
H 2.75392 1.07930 -1.69359
H 2.38500 0.19740 2.24383
*
```

* max |F|: 1.50 eV Å⁻¹
* energy above the lowest of the compared OMol25 structures with the same formula, charge and spin: 0.377 eV
* SMILES string: Cc1ncc2cn[nH]c(=O)n12

Results of the natural (NBO) charge analysis, in e, for atoms 1 through 2: -0.661 0.399